# 1
# C3H9NO3

A cluster of 2 separate species, C3H9NO3 in total (ωB97M-V with the def2-TZVPD basis set, the Open Molecules 2025 dataset).

Atoms and positions in Å:
C1 1.641 0.422 -0.648
C2 0.795 -0.859 -0.831
N1 0.119 -1.239 0.501
C3 -0.226 -0.980 -1.974
O1 -1.264 -1.495 -1.892
O2 0.314 -0.247 -3.011
H1 2.345 0.597 -1.602
H2 1.068 1.346 -0.641
H3 2.271 0.369 0.365
H4 1.516 -1.708 -0.920
H5 0.681 -0.751 1.337
H6 -0.830 -0.866 0.590
H7 -0.344 -0.222 -3.676
O3 -2.600 1.833 3.817
H8 -2.099 1.451 4.649
H9 -3.387 2.350 3.937

Its gap between HOMO and LUMO is 9.99 eV. As for the energy: -400.1465 hartree. For the LUMO energy, the calculation gives 0.72 eV. The value obtained for the energy above the lowest of the compared OMol25 structures with the same formula, charge and spin is 47.1 kcal per mole. Its structure (SMILES) is C[C@@H](N)C(=O)O.O. As for the total charge: 0.

These are the Löwdin partial charges, in e, on atoms 1 to 5: atom 1 (C): -0.096, atom 2 (C): -0.341, atom 3 (N): -0.004, atom 4 (C): -0.499, atom 5 (O): 0.168



# 2
# C23H43NO18

A cluster of 7 separate species, C23H43NO18 in total (ωB97M-V with the def2-TZVPD basis set, the Open Molecules 2025 dataset).

Atoms and positions in Å:
C1 -0.803 2.175 -0.614
C2 -0.368 2.940 -1.836
C3 1.182 3.106 -1.755
O1 1.626 2.482 -2.906
C4 0.659 1.930 -3.537
O2 0.709 1.277 -4.588
O3 -0.515 2.169 -2.974
H1 -0.760 2.806 0.236
H2 -0.224 1.319 -0.313
H3 -1.848 1.947 -0.713
H4 -0.955 3.853 -1.953
H5 1.664 2.681 -0.876
H6 1.380 4.194 -1.785
C5 -3.867 -2.723 0.718
O4 -3.616 -1.341 0.541
C6 -3.124 -0.565 1.461
O5 -2.708 -1.084 2.719
O6 -3.102 0.732 1.191
C7 -2.793 1.650 2.295
H7 -4.572 -2.808 1.555
H8 -2.962 -3.236 1.066
H9 -4.243 -3.205 -0.167
H10 -1.688 1.648 2.357
H11 -3.377 1.303 3.190
H12 -3.066 2.596 1.953
C8 0.717 0.172 2.079
O7 0.937 -0.203 0.736
C9 2.198 -0.170 0.209
O8 3.368 0.007 0.970
O9 2.204 -0.277 -1.087
C10 3.433 -0.045 -1.765
H13 0.829 1.266 2.226
H14 1.482 -0.232 2.745
H15 -0.243 -0.198 2.513
H16 4.085 -0.881 -1.642
H17 3.931 0.816 -1.521
H18 3.175 -0.021 -2.870
C11 3.583 -2.490 3.406
O10 2.303 -3.062 3.742
C12 1.398 -2.295 4.303
O11 1.834 -1.042 4.857
O12 0.123 -2.746 4.367
C13 -0.734 -1.854 5.003
H19 3.433 -1.626 2.760
H20 4.012 -3.250 2.795
H21 4.167 -2.198 4.274
H22 -0.374 -1.510 5.928
H23 -1.767 -2.304 4.860
H24 -0.757 -0.959 4.460
C14 2.749 3.624 1.923
O13 1.367 3.660 1.734
C15 0.678 4.104 2.742
O14 1.223 4.483 3.990
O15 -0.585 4.120 2.442
C16 -1.522 4.636 3.392
H25 3.045 4.628 2.033
H26 3.205 3.177 1.041
H27 2.933 3.029 2.834
H28 -1.803 3.796 4.011
H29 -2.399 5.094 2.869
H30 -1.067 5.357 4.063
C17 -0.803 -1.357 -1.464
O16 -1.645 -2.292 -2.109
C18 -2.634 -1.794 -2.800
O17 -2.797 -0.401 -2.877
O18 -3.471 -2.608 -3.469
C19 -4.713 -2.080 -3.881
H31 -1.381 -0.882 -0.717
H32 -0.410 -0.665 -2.199
H33 0.109 -1.851 -1.093
H34 -5.240 -2.682 -4.620
H35 -4.592 -1.119 -4.327
H36 -5.420 -2.030 -3.055
C20 2.785 -3.439 -3.356
C21 1.454 -2.720 -3.555
C22 1.326 -2.098 -4.898
C23 -0.026 -1.478 -5.101
N1 -1.052 -1.045 -5.245
H37 3.559 -2.682 -3.198
H38 3.039 -4.117 -4.156
H39 2.639 -3.981 -2.449
H40 1.498 -1.848 -2.827
H41 0.501 -3.260 -3.438
H42 1.526 -2.780 -5.747
H43 1.955 -1.245 -5.107

Its gap between HOMO and LUMO is 9.89 eV. As for the energy: -2311.0043 hartree. For the LUMO energy, the calculation gives 0.42 eV. The value obtained for the energy above the lowest of the compared OMol25 structures with the same formula, charge and spin is 9.3 kcal per mole. Its structure (SMILES) is C[C@H]1COC(=O)O1.COC(=O)OC.COC(=O)OC.COC(=O)OC.COC(=O)OC.COC(=O)OC.CCCC#N. As for the total charge: 0.

These are the Löwdin partial charges, in e, on atoms 1 to 5: atom 1 (C): -0.006, atom 2 (C): -0.280, atom 3 (C): -0.078, atom 4 (O): 0.107, atom 5 (C): -0.580



# 3
# C39H40N2O8PRh

A structure of composition C39H40N2O8PRh (ωB97M-V with the def2-TZVPD basis set, the Open Molecules 2025 dataset).

Atoms and positions in Å:
Rh1 0.564 -0.660 0.226
C1 2.306 5.728 1.733
C2 1.053 4.986 1.275
C3 -0.101 5.945 0.957
O1 0.686 4.068 2.294
C4 0.139 2.939 1.675
C5 0.683 2.982 0.232
O2 1.360 4.199 0.137
C6 -0.407 2.510 -1.941
O3 1.270 0.811 -1.351
C7 -1.897 2.428 -2.289
C8 -2.695 1.518 -1.604
C9 -4.038 1.407 -1.914
C10 -4.603 2.218 -2.887
C11 -3.826 3.171 -3.517
C12 -2.479 3.280 -3.211
C13 1.008 3.540 -3.709
C14 0.621 4.313 -4.803
C15 1.426 4.405 -5.918
C16 2.649 3.756 -5.947
C17 3.042 2.998 -4.858
C18 2.227 2.874 -3.743
C19 0.439 1.600 2.410
O4 -0.207 0.608 1.726
C20 -0.179 1.605 3.819
C21 0.216 0.606 4.704
C22 -0.363 0.491 5.956
C23 -1.352 1.378 6.346
C24 -1.748 2.375 5.474
C25 -1.172 2.485 4.219
C26 1.952 1.438 2.541
C27 2.654 0.466 1.842
C28 4.019 0.311 2.000
C29 4.713 1.149 2.855
C30 4.031 2.143 3.537
C31 2.662 2.279 3.394
H1 2.073 6.325 2.611
H2 2.673 6.364 0.934
H3 3.077 5.007 1.991
H4 -0.393 6.493 1.850
H5 -0.947 5.377 0.580
H6 0.216 6.639 0.185
H7 -0.956 3.013 1.585
H8 1.407 2.193 0.000
H9 -2.262 0.900 -0.828
H10 -4.650 0.683 -1.399
H11 -5.643 2.105 -3.153
H12 -4.261 3.834 -4.249
H13 -1.878 4.028 -3.699
H14 -0.314 4.847 -4.763
H15 1.098 4.987 -6.766
H16 3.295 3.859 -6.808
H17 4.001 2.501 -4.876
H18 2.548 2.299 -2.890
H19 1.003 -0.076 4.416
H20 -0.036 -0.287 6.631
H21 -1.799 1.304 7.327
H22 -2.512 3.079 5.775
H23 -1.499 3.288 3.581
H24 2.123 -0.227 1.136
H25 4.541 -0.458 1.447
H26 5.778 1.029 2.986
H27 4.573 2.816 4.185
H28 2.131 3.040 3.943
O5 -1.009 1.614 -5.063
C32 -1.872 0.638 -4.704
O6 -2.919 0.502 -5.285
C33 -1.433 -0.247 -3.623
C34 -1.791 -1.577 -3.512
N1 -1.144 -2.094 -2.458
N2 -0.361 -1.183 -1.852
C35 -0.524 -0.012 -2.537
C36 0.224 1.101 -2.062
O7 0.201 3.596 -2.600
O8 -0.464 2.854 -0.567
H29 -0.191 1.607 -4.544
H30 -2.430 -2.163 -4.143
H31 -1.127 -3.054 -2.152
C37 -0.702 -4.124 0.576
P1 0.282 -2.760 1.332
C38 -0.693 -2.543 2.873
C39 1.706 -3.732 1.989
H32 -0.856 -4.926 1.296
H33 -0.178 -4.520 -0.291
H34 -1.670 -3.736 0.265
H35 -0.735 -3.483 3.425
H36 -1.700 -2.220 2.615
H37 -0.247 -1.768 3.491
H38 1.355 -4.516 2.657
H39 2.378 -3.070 2.531
H40 2.251 -4.178 1.161

Its gap between HOMO and LUMO (spin up / spin down) is 6.57 / 6.94 eV. As for the energy: -2673.3752 hartree. Its spin multiplicity is 5. The expectation value of S² is 6.02. For the LUMO energy (spin up / spin down), the calculation gives 0.14 / -1.65 eV. As for the total charge: 0.

These are the Löwdin partial charges, in e, on atoms 1 to 5: atom 1 (Rh): 0.913, atom 2 (C): 0.025, atom 3 (C): -0.559, atom 4 (C): 0.029, atom 5 (O): -0.009



# 4
# C4H16O4

A cluster of 4 separate species, C4H16O4 in total (ωB97M-V with the def2-TZVPD basis set, the Open Molecules 2025 dataset).

Atoms and positions in Å:
C1 -0.023 -1.724 -0.778
C2 -0.214 -0.253 -0.992
C3 -1.301 0.369 -0.075
C4 -1.515 1.822 -0.465
O1 -0.893 0.255 1.274
H1 -0.628 -2.406 -1.389
H2 -0.312 -1.942 0.243
H3 1.022 -1.987 -0.940
H4 0.763 0.097 -0.626
H5 -0.329 0.083 -2.023
H6 -2.213 -0.236 -0.138
H7 -2.318 2.334 0.044
H8 -0.610 2.423 -0.305
H9 -1.741 1.863 -1.529
H10 -0.343 0.980 1.586
O2 2.795 -0.559 4.837
H11 3.422 -0.850 4.148
H12 3.097 -0.043 5.582
O3 -3.676 1.578 1.864
H13 -4.104 1.059 1.191
H14 -2.922 1.022 2.128
O4 3.717 -1.021 -4.366
H15 4.301 -1.718 -3.996
H16 4.025 -1.145 -5.276

Its gap between HOMO and LUMO is 10.96 eV. As for the energy: -462.9258 hartree. For the LUMO energy, the calculation gives 0.77 eV. The value obtained for the energy above the lowest of the compared OMol25 structures with the same formula, charge and spin is 22.7 kcal per mole. Its structure (SMILES) is CC[C@H](C)O.O.O.O. As for the total charge: 0.

These are the Löwdin partial charges, in e, on atoms 1 to 5: atom 1 (C): -0.118, atom 2 (C): -0.222, atom 3 (C): -0.450, atom 4 (C): -0.058, atom 5 (O): -0.058



# 5
# C16H49ClO25P5

A cluster of 7 separate species, C16H49ClO25P5 in total (ωB97M-V with the def2-TZVPD basis set, the Open Molecules 2025 dataset).

Atoms and positions in Å:
Cl1 0.705 -0.821 0.532
O1 -0.416 -1.129 1.421
O2 0.649 -1.566 -0.718
O3 0.700 0.553 0.190
O4 1.949 -1.040 1.202
C1 -2.616 4.928 -2.208
O5 -3.574 4.896 -1.168
P1 -3.110 4.306 0.232
O6 -4.244 4.200 1.181
O7 -2.275 2.934 -0.089
C2 -2.319 1.935 0.933
O8 -2.040 5.492 0.652
C3 -0.633 5.330 0.463
H1 -2.307 5.942 -2.460
H2 -3.208 4.588 -3.058
H3 -1.807 4.202 -2.118
H4 -1.402 1.901 1.522
H5 -2.494 0.953 0.494
H6 -3.212 1.987 1.557
H7 -0.422 4.898 -0.515
H8 -0.168 4.712 1.231
H9 -0.139 6.301 0.510
C4 7.110 2.581 4.547
O9 5.934 1.950 5.102
P2 5.623 0.333 5.207
O10 6.807 -0.546 5.461
O11 4.452 0.184 6.386
C5 3.304 1.031 6.349
O12 4.919 0.056 3.774
C6 4.555 -1.248 3.480
H10 6.851 3.284 3.756
H11 7.919 1.935 4.205
H12 7.515 3.167 5.372
H13 2.440 0.376 6.235
H14 3.164 1.670 5.477
H15 3.163 1.574 7.284
H16 5.024 -1.978 4.139
H17 4.915 -1.433 2.468
H18 3.471 -1.364 3.498
C7 -1.000 -10.011 -0.468
O13 -0.675 -8.624 -0.728
P3 -0.437 -7.581 0.504
O14 0.430 -8.119 1.577
O15 0.139 -6.261 -0.264
C8 -0.253 -4.900 0.119
O16 -1.987 -7.224 0.932
C9 -3.022 -7.107 -0.001
H19 -0.275 -10.616 -1.012
H20 -1.944 -10.176 -0.986
H21 -0.969 -10.365 0.563
H22 0.549 -4.384 0.647
H23 -1.158 -4.889 0.726
H24 -0.419 -4.336 -0.799
H25 -3.693 -7.959 0.112
H26 -2.645 -7.043 -1.022
H27 -3.572 -6.171 0.097
C10 1.797 7.875 -2.969
O17 1.527 6.552 -2.435
P4 1.791 5.218 -3.318
O18 3.169 5.054 -3.849
O19 1.302 4.069 -2.322
C11 2.169 3.708 -1.241
O20 0.608 5.285 -4.449
C12 0.805 5.925 -5.717
H28 2.479 7.849 -3.819
H29 2.250 8.468 -2.174
H30 0.848 8.373 -3.167
H31 2.200 2.632 -1.071
H32 1.857 4.200 -0.320
H33 3.187 4.082 -1.355
H34 -0.070 6.574 -5.697
H35 0.593 5.253 -6.549
H36 1.765 6.388 -5.949
C13 -3.588 -1.691 -4.987
O21 -3.810 -2.981 -4.529
P5 -2.939 -3.539 -3.284
O22 -1.464 -3.611 -3.435
O23 -3.633 -4.980 -3.015
C14 -5.016 -5.003 -2.933
O24 -3.464 -2.725 -1.983
C15 -2.702 -1.638 -1.524
H37 -3.081 -1.831 -5.942
H38 -2.944 -1.070 -4.364
H39 -4.517 -1.142 -5.143
H40 -5.436 -5.989 -3.130
H41 -5.492 -4.272 -3.587
H42 -5.266 -4.733 -1.908
H43 -1.894 -1.220 -2.125
H44 -2.190 -1.937 -0.609
H45 -3.432 -0.871 -1.266
C16 -0.194 -0.190 4.328
O25 -0.467 0.279 5.659
H46 -0.672 0.459 3.595
H47 0.867 -0.122 4.089
H48 -0.567 -1.211 4.248
H49 -0.225 1.205 5.722

Its gap between HOMO and LUMO is 8.66 eV. As for the energy: -4687.1899 hartree. For the LUMO energy, the calculation gives 1.88 eV. The value obtained for the energy above the lowest of the compared OMol25 structures with the same formula, charge and spin is 46.6 kcal per mole. As for the total charge: -1.

These are the Löwdin partial charges, in e, on atoms 1 to 5: atom 1 (Cl): 0.615, atom 2 (O): -0.386, atom 3 (O): -0.366, atom 4 (O): -0.379, atom 5 (O): -0.367



# 6
# C5H12NO2

A cluster of 2 separate species, C5H12NO2 in total (ωB97M-V with the def2-TZVPD basis set, the Open Molecules 2025 dataset).

Atoms and positions in Å:
O1 -1.897 1.151 0.670
C1 -2.076 0.039 1.116
C2 -1.348 -1.180 0.653
C3 -0.409 -0.858 -0.560
C4 0.940 -0.500 -0.025
C5 1.734 -1.346 0.749
N1 1.589 0.603 -0.744
H1 -2.909 -0.079 1.811
H2 -1.980 -2.028 0.371
H3 -0.675 -1.568 1.424
H4 -0.376 -1.812 -1.113
H5 -0.874 -0.026 -1.051
H6 2.803 -1.249 0.903
H7 1.250 -2.269 1.050
H8 0.954 1.407 -0.873
H9 1.991 0.342 -1.678
H10 2.410 0.907 -0.231
H11 -0.185 3.532 -0.531
H12 -0.852 2.188 -0.861
O2 -0.093 2.745 -1.081

Its gap between HOMO and LUMO (spin up / spin down) is 4.38 / 8.37 eV. As for the energy: -402.8014 hartree. Its spin multiplicity is 2. The expectation value of S² is 0.75. For the LUMO energy (spin up / spin down), the calculation gives 0.63 / 0.51 eV. The value obtained for the energy above the lowest of the compared OMol25 structures with the same formula, charge and spin is 59.7 kcal per mole. As for the total charge: 0.

These are the Löwdin partial charges, in e, on atoms 1 to 5: atom 1 (O): 0.018, atom 2 (C): -0.226, atom 3 (C): -0.152, atom 4 (C): -0.189, atom 5 (C): -0.451



# 7
# C35H36BrN2O13PS2

A structure of composition C35H36BrN2O13PS2 (ωB97M-V with the def2-TZVPD basis set, the Open Molecules 2025 dataset).

Atoms and positions in Å:
C1 -3.602 0.669 -4.204
C2 -4.147 -0.349 -3.218
N1 -3.454 -1.652 -3.268
C3 -3.369 -2.228 -4.627
C4 -1.982 -2.029 -5.218
C5 -3.853 -2.562 -2.322
S1 -3.139 -4.033 -2.151
S2 -5.179 -2.064 -1.259
C6 -5.068 -3.150 0.156
C7 -4.538 -2.460 1.411
C8 -3.011 -2.509 1.588
C9 -2.391 -1.111 1.772
O1 -1.733 -1.081 3.070
C10 -0.513 -1.612 2.882
O2 0.190 -2.180 3.696
O3 -0.118 -1.413 1.570
C11 -1.198 -0.740 0.931
Br1 -1.229 -1.306 -0.917
P1 -0.810 1.087 0.847
N2 -1.697 1.859 -0.149
O4 0.733 1.161 0.487
O5 -0.973 1.630 2.336
H1 -2.607 0.995 -3.927
H2 -4.269 1.522 -4.159
H3 -3.627 0.323 -5.227
H4 -3.975 0.064 -2.235
H5 -5.212 -0.452 -3.416
H6 -4.074 -1.735 -5.290
H7 -3.617 -3.277 -4.631
H8 -1.855 -2.628 -6.113
H9 -1.819 -1.004 -5.531
H10 -1.224 -2.269 -4.485
H11 -6.077 -3.483 0.366
H12 -4.488 -4.041 -0.049
H13 -4.976 -2.996 2.246
H14 -4.906 -1.442 1.480
H15 -2.544 -3.065 0.783
H16 -2.782 -3.051 2.495
H17 -3.185 -0.383 1.675
H18 -1.127 2.264 -0.877
H19 1.154 0.292 0.481
H20 -1.894 1.590 2.605
C12 0.200 -0.240 6.215
C13 -0.667 -0.049 7.205
C14 -0.436 0.987 8.242
O6 -1.224 1.162 9.146
C15 0.799 1.806 8.130
C16 1.665 1.617 7.139
C17 1.431 0.580 6.104
O7 2.209 0.409 5.189
H21 0.062 -0.988 5.441
H22 -1.573 -0.633 7.304
H23 0.947 2.556 8.896
H24 2.570 2.204 7.036
C18 -3.129 1.436 -8.629
C19 -3.485 2.502 -9.339
C20 -2.768 3.796 -9.198
O8 -3.093 4.767 -9.842
C21 -1.638 3.850 -8.235
C22 -1.283 2.783 -7.526
C23 -2.000 1.492 -7.669
O9 -1.677 0.518 -7.022
H25 -3.638 0.484 -8.716
H26 -4.305 2.483 -10.046
H27 -1.129 4.801 -8.148
H28 -0.464 2.801 -6.819
C24 4.815 -1.638 5.237
C25 5.227 -0.862 4.238
C26 6.493 -1.151 3.516
O10 6.882 -0.448 2.607
C27 7.275 -2.338 3.950
C28 6.858 -3.112 4.947
C29 5.592 -2.824 5.669
O11 5.214 -3.534 6.577
H29 3.894 -1.443 5.770
H30 4.668 0.000 3.912
H31 8.194 -2.530 3.411
H32 7.413 -3.981 5.279
C30 4.127 2.978 0.680
C31 4.538 3.752 -0.319
C32 5.803 3.468 -1.043
O12 6.177 4.176 -1.953
C33 6.589 2.286 -0.609
C34 6.182 1.509 0.391
C35 4.914 1.795 1.114
O13 4.528 1.092 2.023
H33 3.207 3.167 1.221
H34 3.979 4.617 -0.652
H35 7.507 2.098 -1.152
H36 6.740 0.647 0.721

Its gap between HOMO and LUMO is 6.74 eV. As for the energy: -6154.5774 hartree. For the LUMO energy, the calculation gives -1.78 eV. As for the total charge: 0.

These are the Löwdin partial charges, in e, on atoms 1 to 5: atom 1 (C): -0.073, atom 2 (C): -0.288, atom 3 (N): -0.204, atom 4 (C): -0.241, atom 5 (C): -0.069



# 8
# C6H10O

An isolated molecule of C6H10O (ωB97M-V with the def2-TZVPD basis set, the Open Molecules 2025 dataset).

Atoms and positions in Å:
C1 -0.349 -0.910 -1.911
C2 -0.413 -0.027 -0.710
C3 0.123 1.192 -0.589
C4 0.708 1.362 0.806
C5 0.969 -0.135 1.100
C6 -0.371 -0.717 0.655
O1 -1.375 -0.315 1.579
H1 -0.253 -0.360 -2.849
H2 -1.141 -1.660 -1.985
H3 0.595 -1.458 -1.750
H4 0.378 1.840 -1.423
H5 -0.010 1.767 1.529
H6 1.600 1.995 0.824
H7 1.687 -0.509 0.353
H8 1.329 -0.413 2.091
H9 -0.375 -1.813 0.563
H10 -2.235 -0.367 1.148

Its gap between HOMO and LUMO is 9.70 eV. As for the energy: -309.8094 hartree. For the LUMO energy, the calculation gives 0.84 eV. The value obtained for the energy above the lowest of the compared OMol25 structures with the same formula, charge and spin is 20.7 kcal per mole. Its structure (SMILES) is CC1=CCC[C@H]1O. As for the total charge: 0.

These are the Löwdin partial charges, in e, on atoms 1 to 5: atom 1 (C): -0.054, atom 2 (C): -0.270, atom 3 (C): -0.049, atom 4 (C): -0.155, atom 5 (C): -0.134